{"formula": "C37H30FeIN3O2PS2", "method": "ωB97M-V/def2-TZVPD", "species": ["Fe", "C", "C", "N", "C", "C", "C", "O", "C", "C", "N", "C", "C", "C", "C", "C", "C", "I", "C", "O", "H", "H", "H", "H", "H", "H", "H", "H", "H", "H", "H", "H", "C", "C", "C", "C", "N", "C", "C", "C", "C", "C", "C", "C", "H", "H", "H", "H", "H", "H", "H", "H", "S", "P", "S", "C", "C", "C", "C", "C", "C", "C", "C", "C", "C", "C", "C", "H", "H", "H", "H", "H", "H", "H", "H", "H", "H"], "positions_angstrom": [[2.089847, -0.267415, -0.148462], [2.970040, 3.162017, 2.393902], [1.646479, 2.513243, 2.662026], [0.706060, 3.209510, 3.253237], [-0.518307, 2.666432, 3.425642], [-0.835722, 1.396090, 3.027772], [-2.226153, 0.860652, 3.238249], [-2.282994, -0.150254, 4.247683], [0.168367, 0.622454, 2.401037], [-0.061900, -0.769329, 2.087215], [0.604471, -1.436982, 1.212644], [0.392227, -2.826242, 1.076608], [-0.844651, -3.437959, 1.275066], [-0.997817, -4.806642, 1.127830], [0.080296, -5.595054, 0.755855], [1.316639, -5.006503, 0.537493], [1.459246, -3.641526, 0.709871], [3.351273, -2.769825, 0.516657], [1.436022, 1.182603, 2.178254], [2.402741, 0.545964, 1.591924], [2.959916, 4.175583, 2.786543], [3.151100, 3.183491, 1.316834], [3.778910, 2.591028, 2.853326], [-1.256342, 3.311988, 3.890229], [-2.603611, 0.392591, 2.329210], [-2.895299, 1.690684, 3.483311], [-1.976047, 0.235172, 5.074657], [-0.799086, -1.275708, 2.714360], [-1.698568, -2.831977, 1.541949], [-1.963659, -5.256651, 1.317004], [-0.033853, -6.663900, 0.635561], [2.166249, -5.607410, 0.243579], [6.369292, 0.040969, -1.509011], [6.288339, -0.577928, -2.750287], [5.050550, -0.914934, -3.260449], [3.903528, -0.643271, -2.516401], [3.995781, -0.048950, -1.314608], [5.192779, 0.294050, -0.835067], [2.556264, -1.067459, -2.895350], [2.210707, -1.446742, -4.193081], [0.934690, -1.898213, -4.470892], [0.001135, -1.997135, -3.443011], [0.343482, -1.600571, -2.160289], [1.612140, -1.101243, -1.873598], [7.318740, 0.317679, -1.074043], [7.188017, -0.814386, -3.303749], [4.971969, -1.404973, -4.219771], [5.191144, 0.782813, 0.132597], [2.935325, -1.372638, -4.995558], [0.658702, -2.164434, -5.482618], [-1.001228, -2.351560, -3.649197], [-0.405008, -1.650306, -1.375912], [-1.720318, 1.473676, -3.350060], [-1.632901, 1.194759, -1.423325], [0.843469, 1.355527, -0.842305], [-2.036935, 2.761087, -0.588042], [-3.075496, 2.866097, 0.330781], [-3.391897, 4.104073, 0.878056], [-2.662193, 5.227775, 0.526278], [-1.601619, 5.115650, -0.366180], [-1.286185, 3.888393, -0.921535], [-3.000375, 0.090726, -0.949137], [-4.255956, 0.219054, -1.535223], [-5.279510, -0.630284, -1.151412], [-5.059373, -1.615325, -0.195310], [-3.805816, -1.756714, 0.378109], [-2.776320, -0.905531, -0.003922], [-3.654576, 1.994451, 0.608342], [-4.216393, 4.186641, 1.575161], [-2.920211, 6.191471, 0.946407], [-1.024154, 5.991507, -0.632500], [-0.469863, 3.793484, -1.625682], [-4.422186, 0.984767, -2.281174], [-6.259724, -0.523078, -1.597354], [-5.869784, -2.265233, 0.108350], [-3.638848, -2.524597, 1.122858], [-1.785060, -0.995271, 0.422050]], "forces_ev_per_a": [[-0.4959, -1.2609, -0.0581], [-0.0789, -0.0704, 0.0973], [0.0020, 0.1120, -0.1137], [-0.0200, 0.0295, 0.0038], [0.1649, 0.0455, -0.0550], [-0.0613, -0.0738, 0.0612], [0.1045, 0.0974, 0.1174], [-0.0762, -0.0796, -0.0638], [-0.0209, -0.0463, -0.1125], [0.1041, -0.0501, 0.2375], [0.3055, 0.6619, -0.6929], [-0.0461, -0.0670, -0.0040], [-0.0230, 0.0142, 0.0140], [0.0370, 0.0286, 0.0566], [-0.0131, -0.0126, -0.0342], [-0.0013, -0.0005, 0.0311], [0.2283, 0.1076, -0.0075], [-0.0510, -0.0460, 0.0025], [-0.0990, -0.2151, 0.1766], [0.7264, 0.3117, -0.1747], [0.0126, 0.0013, 0.0016], [0.0529, -0.0023, 0.0085], [0.0334, 0.0104, -0.0487], [-0.0461, -0.0463, -0.0322], [-0.0466, -0.0236, 0.0226], [-0.0180, -0.0072, -0.0025], [0.0520, 0.0162, -0.0201], [0.0045, -0.0382, -0.0352], [0.0902, -0.0468, 0.0640], [-0.0096, 0.0023, -0.0651], [-0.0120, 0.0074, -0.0159], [0.0030, 0.0004, 0.0226], [0.0102, 0.0267, -0.0641], [-0.0232, -0.0299, 0.0262], [0.1086, 0.1135, -0.0448], [0.0867, -0.0016, 0.0396], [-0.6289, 0.1827, 0.5276], [-0.0754, 0.1507, 0.1819], [-0.0771, -0.0535, -0.1394], [0.0877, -0.0554, -0.0517], [-0.0544, -0.0213, 0.0216], [0.0800, -0.0064, 0.0381], [0.0372, -0.0955, -0.0318], [-0.4092, -0.1302, 0.4609], [-0.0151, 0.0146, 0.0102], [-0.0083, 0.0350, -0.0219], [-0.0433, -0.0348, 0.0223], [-0.0343, -0.0407, 0.0161], [-0.0062, -0.0079, -0.0016], [0.0209, -0.0070, -0.0007], [0.0023, 0.0114, -0.0083], [-0.0048, 0.0002, -0.0312], [0.1935, -0.2495, 0.0141], [1.2179, 1.4738, -0.9332], [-1.9984, 0.0461, -0.2812], [0.2016, -0.2202, 0.3647], [0.0489, 0.0507, -0.0286], [-0.0232, -0.0096, 0.0097], [-0.0041, -0.0413, 0.0229], [0.0037, 0.0011, -0.0029], [-0.0731, 0.0239, 0.0205], [0.8201, -0.7724, 0.6923], [0.0300, 0.1998, -0.1182], [-0.0209, -0.0217, 0.0633], [0.0088, 0.0491, 0.0406], [-0.0199, 0.0241, -0.0208], [-0.1497, 0.0721, -0.0463], [-0.0041, 0.0049, -0.0008], [0.0059, 0.0018, 0.0054], [0.0306, -0.0001, 0.0084], [0.0053, -0.0116, -0.0013], [-0.0294, 0.0399, -0.0279], [0.0247, -0.0265, -0.0288], [0.0128, 0.0142, -0.0185], [0.0072, -0.0203, -0.0279], [-0.0484, 0.0115, -0.0249], [-0.0953, -0.0507, -0.0108]], "e_above_lowest_kj_mol": 278.2, "lumo_ha": [-0.0267, -0.0222], "e_tot_ha": -4441.814281, "spin_multiplicity": 2, "gap_ev": [6.839, 6.990], "max_force_ev_per_a": 2.127}